12
Properties=species:S:1:pos:R:3:forces:R:3 method="wB97M-V/def2-TZVPD" total_energy_ha=-302.5303 mol_weight_da=86.09 gap_ev=9.000 de_lowest_ev=4.4301
C -0.5482 1.2998 -0.9518 -0.04 0.06 0.06
N 0.0583 -0.0295 -0.6946 0.13 -0.14 0.06
C 0.6504 -0.3793 0.6764 0.29 0.14 -0.23
N 1.8609 -0.0634 0.6731 -0.46 -0.24 0.09
C -0.0506 -1.4306 1.4614 -0.28 -0.17 -0.07
O -0.9150 -2.1173 0.9602 0.22 0.38 0.29
H -0.5404 1.9086 -0.0457 -0.02 -0.15 -0.06
H -1.5683 1.2217 -1.3338 0.12 -0.08 0.17
H 0.0644 1.8025 -1.7060 -0.20 -0.02 0.13
H -0.4901 -0.8022 -1.0786 0.30 0.15 -0.19
H 1.3036 0.0993 -0.6820 -0.01 -0.03 -0.12
H 0.3688 -1.6392 2.4624 -0.05 0.10 -0.13